(1)
This record from OMol25 describes a molecular structure, C19H20N4O3S in a non-equilibrium geometry. The level of theory is ωB97M-V with the def2-TZVPD basis set.

Properties
- Spin multiplicity: 1
- Max |F|: 17.9 eV/A
- HOMO level: -8.360 eV
- LUMO level: -0.027 hartree
- Energy: -42949.85924 eV
- Frontier orbital gap: 7.6 eV
- Relative energy (zero: lowest compared OMol25 entry of this formula, charge and spin): 1811.2 kJ/mol

Last column: natural (NBO) charge in e.
Geometry (Å):
O  -0.215  -1.226  -0.911  -0.599
C  -0.371  -0.955  -2.016  0.630
N  0.769  -0.851  -2.726  -0.595
H  0.663  -0.467  -3.814  0.370
C  2.028  -1.087  -2.507  -0.221
C  2.832  0.471  -2.317  -0.440
H  2.947  1.067  -3.344  0.218
C  4.235  0.177  -1.564  -0.186
N  5.193  -0.509  -2.421  -0.304
C  5.436  -1.716  -2.341  0.165
N  6.484  -2.069  -3.174  -0.466
C  6.632  -1.062  -4.026  -0.021
C  5.644  0.000  -3.626  -0.209
H  5.744  1.150  -3.714  0.215
H  7.125  -1.081  -4.910  0.195
H  5.187  -2.246  -1.628  0.170
H  4.014  -0.161  -0.713  0.190
H  4.619  1.386  -1.434  0.199
H  2.183  0.976  -1.442  0.247
H  2.832  -1.474  -3.047  0.222
H  2.117  -1.545  -1.453  0.205
C  -1.406  -0.482  -2.772  -0.502
C  -1.890  0.849  -2.265  -0.220
N  -1.812  1.097  -0.908  -0.488
C  -0.681  1.100  -0.177  0.391
O  0.154  1.801  -0.783  -0.577
S  -1.060  1.221  1.325  0.541
C  -2.461  0.463  1.460  -0.327
C  -3.326  0.169  2.188  -0.125
C  -3.290  0.105  3.693  -0.022
C  -4.236  -0.600  4.532  -0.201
C  -4.238  -0.731  5.776  -0.198
C  -3.120  -0.082  6.538  -0.172
C  -2.153  0.454  5.656  -0.214
C  -2.158  0.539  4.318  -0.236
H  -1.222  1.000  4.025  0.231
H  -1.261  0.691  6.306  0.204
H  -3.028  0.111  7.583  0.219
H  -4.999  -1.038  6.396  0.215
H  -4.973  -0.862  3.946  0.200
H  -4.396  -0.166  1.867  0.257
C  -2.733  0.637  -0.136  0.673
O  -3.905  0.011  -0.634  -0.659
H  -3.053  1.050  -2.795  0.271
H  -1.183  1.460  -2.796  0.228
H  -2.494  -1.307  -2.353  0.240
H  -1.646  -0.619  -3.885  0.281

***

(2)
This record from OMol25 describes C10H9F3N2 in the gas phase in a non-equilibrium geometry. The level of theory is ωB97M-V with the def2-TZVPD basis set.

Properties
- Spin multiplicity: 1
- Max |F|: 4.2 eV/A
- HOMO level (alpha / beta): -7.053 / -8.648 eV
- LUMO level (alpha / beta): 0.003 / -0.017 hartree
- Energy: -21643.72122 eV
- Frontier orbital gap (alpha / beta): 7.1 / 8.2 eV
- Relative energy (zero: lowest compared OMol25 entry of this formula, charge and spin): 241.2 kJ/mol

Last column: natural (NBO) charge in e.
Geometry (Å):
C  1.265  -3.020  -1.193  -0.273
C  0.818  -2.009  -0.409  -0.141
C  0.452  -3.430  -2.268  0.033
C  -0.344  -1.362  -0.823  -0.269
C  -1.088  -1.872  -1.902  0.602
C  -0.635  -0.158  -0.176  0.358
C  -1.455  1.603  1.261  -0.231
C  -0.120  2.381  1.184  -0.371
C  0.551  2.639  -0.125  0.733
C  0.782  1.748  2.235  -0.598
N  -0.780  -2.926  -2.525  -0.434
N  -1.343  0.310  0.738  -0.418
F  -2.210  -1.294  -2.284  -0.299
F  1.448  1.716  -0.609  -0.338
F  -0.186  3.201  -1.154  -0.341
H  2.181  -3.496  -1.099  0.224
H  1.388  -1.604  0.520  0.232
H  0.787  -4.225  -2.985  0.202
H  -1.862  1.571  2.284  0.221
H  -2.142  2.213  0.534  0.223
H  -0.436  3.400  1.531  0.234
H  0.503  2.160  3.127  0.216
H  1.803  1.848  1.925  0.225
H  0.623  0.607  2.211  0.209

***

(3)
This record from OMol25 describes C7H12 in the gas phase in a non-equilibrium geometry. The level of theory is ωB97M-V with the def2-TZVPD basis set.

Properties
- Spin multiplicity: 1
- Max |F|: 4.9 eV/A
- HOMO level (alpha / beta): -7.873 / -7.866 eV
- LUMO level (alpha / beta): -0.006 / -0.005 hartree
- Energy: -7448.23781 eV
- Frontier orbital gap (alpha / beta): 7.7 / 7.7 eV
- Relative energy (zero: lowest compared OMol25 entry of this formula, charge and spin): 501.1 kJ/mol

Last column: natural (NBO) charge in e.
Geometry (Å):
C  0.998  -1.297  -0.074  -0.385
C  2.285  -0.682  -0.556  0.145
C  -0.292  -0.815  -0.083  0.094
C  2.447  0.714  -0.041  -0.765
C  -1.413  -1.757  0.322  -0.643
C  -1.281  1.609  0.247  -0.607
C  -0.758  0.428  -0.734  -0.444
H  1.284  -2.320  0.388  0.233
H  3.003  1.532  -0.526  0.227
H  2.894  0.540  0.829  0.257
H  1.513  1.217  0.269  0.183
H  -2.224  -1.135  0.496  0.207
H  -1.285  -2.417  1.176  0.222
H  -1.643  -2.296  -0.548  0.222
H  -1.165  1.345  1.357  0.211
H  -2.286  1.867  0.108  0.212
H  -0.552  2.467  0.101  0.215
H  0.021  0.811  -1.191  0.205
H  -1.548  0.189  -1.541  0.212

***

(4)
This record from OMol25 describes a molecular structure, C3HCl2NO2S in a non-equilibrium geometry. The level of theory is ωB97M-V with the def2-TZVPD basis set.

Properties
- Spin multiplicity: 1
- Max |F|: 5.0 eV/A
- HOMO level (alpha / beta): -9.622 / -9.624 eV
- LUMO level (alpha / beta): -0.070 / -0.070 hartree
- Energy: -44586.24253 eV
- Frontier orbital gap (alpha / beta): 7.7 / 7.7 eV
- Relative energy (zero: lowest compared OMol25 entry of this formula, charge and spin): 387.4 kJ/mol

Last column: natural (NBO) charge in e.
Geometry (Å):
C  -0.066  -1.819  0.427  0.214
C  -0.177  1.841  0.691  -0.280
C  0.787  -0.854  -0.162  -0.512
N  -0.912  -2.350  0.982  -0.209
O  -1.536  0.279  -1.104  -0.890
O  0.665  1.336  -1.526  -0.897
S  -0.190  0.578  -0.691  2.020
Cl  -1.665  2.255  1.122  0.215
Cl  1.738  -0.085  1.157  0.074
H  1.356  -1.181  -0.897  0.265

***

(5)
This record from OMol25 describes 6 unconnected molecules or ions with the total composition C46H47F40NO9 in a non-equilibrium geometry. The level of theory is ωB97M-V with the def2-TZVPD basis set.

Properties
- Spin multiplicity: 1
- Max |F|: 2.4 eV/A
- HOMO level: -8.457 eV
- Structure (SMILES): COCCCC1=C(COc2cc(C)ccc2C(C)C)C(=O)C(N)=CC1=O.FC(F)C(F)(F)COC(F)(F)C(F)F.FC(F)C(F)(F)COC(F)(F)C(F)F.FC(F)C(F)(F)COC(F)(F)C(F)F.FC(F)C(F)(F)COC(F)(F)C(F)F.FC(F)C(F)(F)COC(F)(F)C(F)F
- LUMO level: -0.060 hartree
- Energy: -177079.76459 eV
- Frontier orbital gap: 6.8 eV

Last column: Löwdin charge in e.
Geometry (Å):
C  6.899  -1.217  -2.344  -0.111
O  5.905  -0.303  -2.746  -0.203
C  5.362  0.456  -1.682  -0.227
C  3.858  0.676  -1.881  -0.152
C  3.077  0.609  -0.563  -0.112
C  2.982  -0.736  0.124  -0.040
C  2.469  -0.780  1.362  -0.049
C  1.939  0.437  2.085  -0.123
O  0.846  1.069  1.428  -0.025
C  -0.369  0.421  1.552  -0.191
C  -0.639  -0.548  2.471  0.021
C  -1.845  -1.150  2.549  -0.286
C  -2.100  -2.239  3.557  -0.028
C  -2.833  -0.795  1.704  -0.063
C  -2.574  0.201  0.810  -0.040
C  -1.382  0.815  0.711  -0.159
C  -1.249  1.911  -0.329  -0.325
C  -0.337  1.526  -1.515  -0.040
C  -0.815  3.217  0.370  -0.069
C  2.390  -2.038  2.161  -0.259
O  2.143  -2.041  3.363  0.100
C  2.659  -3.339  1.475  -0.230
N  2.408  -4.521  2.203  0.121
C  3.146  -3.290  0.235  0.066
C  3.431  -2.032  -0.488  -0.277
O  4.050  -2.115  -1.549  0.100
H  7.905  -0.783  -2.318  0.088
H  6.891  -2.033  -3.064  0.079
H  6.685  -1.668  -1.373  0.080
H  5.497  -0.035  -0.711  0.112
H  5.907  1.407  -1.626  0.127
H  3.694  1.612  -2.414  0.116
H  3.493  -0.105  -2.544  0.097
H  3.593  1.274  0.140  0.129
H  2.110  1.062  -0.718  0.085
H  2.752  1.166  2.096  0.136
H  1.741  0.217  3.128  0.119
H  0.109  -0.874  3.179  0.104
H  -1.982  -3.204  3.060  0.084
H  -3.132  -2.211  3.901  0.078
H  -1.433  -2.180  4.414  0.079
H  -3.790  -1.289  1.736  0.118
H  -3.371  0.486  0.136  0.122
H  -2.242  2.112  -0.722  0.122
H  -0.963  1.293  -2.377  0.074
H  0.338  2.330  -1.801  0.078
H  0.189  0.610  -1.261  0.065
H  -1.189  4.099  -0.149  0.077
H  0.263  3.299  0.480  0.072
H  -1.264  3.262  1.363  0.076
H  3.112  -4.526  2.943  0.109
H  2.705  -5.279  1.592  0.054
H  3.367  -4.219  -0.276  0.128
C  1.456  6.638  4.414  -0.037
C  0.920  6.960  5.825  -0.440
C  0.308  5.816  6.639  -0.308
F  -0.780  5.292  6.047  0.100
F  -0.081  6.292  7.845  0.097
F  0.056  7.995  5.747  0.134
F  1.993  7.397  6.545  0.103
O  0.637  6.944  3.289  0.046
C  -0.312  6.058  2.815  -0.531
C  -1.731  6.621  2.919  -0.275
F  -2.046  6.922  4.198  0.087
F  -2.620  5.701  2.485  0.105
F  -0.191  4.854  3.405  0.149
F  -0.050  5.871  1.504  0.140
H  2.313  7.299  4.288  0.148
H  1.860  5.627  4.355  0.145
H  1.042  5.022  6.805  0.173
H  -1.832  7.526  2.317  0.175
C  4.199  -0.520  -5.713  -0.028
C  4.947  -1.722  -6.327  -0.432
C  5.698  -1.502  -7.643  -0.306
F  4.878  -1.146  -8.648  0.098
F  6.300  -2.660  -8.009  0.093
F  4.095  -2.765  -6.443  0.133
F  5.891  -2.090  -5.416  0.105
O  2.790  -0.427  -5.929  0.042
C  2.258  0.170  -7.052  -0.538
C  1.453  -0.818  -7.903  -0.287
F  2.216  -1.849  -8.308  0.103
F  0.990  -0.187  -9.007  0.097
F  3.201  0.809  -7.768  0.149
F  1.395  1.119  -6.618  0.138
H  4.283  -0.656  -4.635  0.121
H  4.704  0.423  -5.919  0.149
H  6.470  -0.737  -7.524  0.172
H  0.609  -1.211  -7.332  0.174
C  -5.411  9.197  1.391  -0.036
C  -6.665  8.339  1.122  -0.441
C  -8.004  8.831  1.681  -0.309
F  -8.003  8.901  3.023  0.101
F  -8.977  7.961  1.323  0.096
F  -6.429  7.071  1.516  0.136
F  -6.816  8.308  -0.234  0.102
O  -4.537  8.814  2.450  0.030
C  -4.742  9.229  3.755  -0.530
C  -5.005  8.050  4.694  -0.283
F  -6.089  7.349  4.308  0.104
F  -5.238  8.508  5.947  0.103
F  -5.702  10.170  3.825  0.151
F  -3.594  9.819  4.157  0.146
H  -4.797  9.070  0.500  0.147
H  -5.647  10.260  1.430  0.145
H  -8.256  9.814  1.272  0.172
H  -4.147  7.380  4.711  0.153
C  2.852  -10.279  2.875  -0.037
C  3.751  -9.239  2.174  -0.439
C  3.121  -7.899  1.784  -0.313
F  2.121  -8.044  0.900  0.104
F  4.055  -7.106  1.193  0.081
F  4.335  -9.810  1.101  0.137
F  4.749  -8.940  3.054  0.106
O  2.296  -11.333  2.096  0.045
C  1.100  -11.187  1.417  -0.535
C  1.280  -11.317  -0.098  -0.286
F  2.138  -10.392  -0.568  0.102
F  0.088  -11.125  -0.709  0.101
F  0.474  -10.047  1.762  0.149
F  0.302  -12.201  1.816  0.147
H  3.520  -10.799  3.561  0.149
H  2.100  -9.806  3.506  0.146
H  2.741  -7.374  2.665  0.165
H  1.660  -12.308  -0.353  0.176
C  -3.166  -2.938  -2.835  -0.033
C  -3.831  -2.794  -1.451  -0.436
C  -4.538  -4.020  -0.865  -0.304
F  -5.571  -4.427  -1.622  0.102
F  -5.034  -3.700  0.355  0.091
F  -4.665  -1.730  -1.467  0.129
F  -2.829  -2.492  -0.581  0.103
O  -3.863  -2.458  -3.981  0.043
C  -4.775  -3.240  -4.663  -0.536
C  -6.186  -2.646  -4.620  -0.287
F  -6.621  -2.514  -3.353  0.103
F  -7.041  -3.472  -5.267  0.100
F  -4.745  -4.517  -4.240  0.150
F  -4.385  -3.254  -5.958  0.143
H  -2.289  -2.293  -2.785  0.147
H  -2.775  -3.944  -2.994  0.146
H  -3.835  -4.849  -0.743  0.173
H  -6.201  -1.665  -5.098  0.175

***

(6)
This record from OMol25 describes 3 unconnected molecules or ions with the total composition C15H17F3N2O6 in a non-equilibrium geometry. The level of theory is ωB97M-V with the def2-TZVPD basis set.

Properties
- Spin multiplicity: 1
- Max |F|: 3.5 eV/A
- HOMO level: -9.594 eV
- Structure (SMILES): FC(F)(F)c1cccc2nccnc12.COC(=O)OC.COC(=O)OC
- LUMO level: -0.038 hartree
- Energy: -39247.40626 eV
- Frontier orbital gap: 8.6 eV
- Relative energy (zero: lowest compared OMol25 entry of this formula, charge and spin): 0.0 kJ/mol

Last column: natural (NBO) charge in e.
Geometry (Å):
F  -1.871  2.739  5.217  -0.332
C  -2.844  3.052  4.270  0.980
F  -4.013  2.495  4.770  -0.329
F  -2.946  4.415  4.230  -0.312
C  -2.432  2.414  2.899  -0.158
C  -3.433  1.622  2.229  -0.156
C  -3.099  0.966  0.922  -0.216
C  -1.779  1.131  0.365  -0.183
C  -0.728  1.978  1.037  0.078
N  0.505  2.068  0.405  -0.362
C  1.360  2.826  1.137  -0.002
C  1.018  3.507  2.414  0.004
N  -0.185  3.430  3.031  -0.367
C  -1.057  2.622  2.316  0.203
H  -4.460  1.477  2.630  0.244
H  -3.874  0.339  0.411  0.236
H  -1.542  0.615  -0.598  0.245
H  2.404  2.960  0.745  0.212
H  1.808  4.133  2.906  0.213
C  0.134  0.478  -3.187  -0.263
O  -0.855  -0.550  -3.265  -0.501
C  -0.425  -1.684  -3.831  0.981
O  0.681  -1.887  -4.258  -0.634
O  -1.444  -2.555  -3.839  -0.497
C  -1.127  -3.819  -4.419  -0.256
H  -0.325  1.345  -2.713  0.193
H  0.976  0.154  -2.573  0.212
H  0.470  0.766  -4.184  0.190
H  -0.333  -4.313  -3.856  0.192
H  -0.842  -3.703  -5.465  0.192
H  -2.022  -4.438  -4.370  0.194
C  4.123  -3.365  -0.881  -0.256
O  3.740  -2.881  0.406  -0.494
C  2.692  -2.049  0.389  0.979
O  2.082  -1.699  -0.590  -0.644
O  2.438  -1.673  1.648  -0.494
C  1.335  -0.776  1.774  -0.263
H  4.977  -4.026  -0.743  0.195
H  3.312  -3.935  -1.336  0.194
H  4.423  -2.540  -1.528  0.194
H  0.415  -1.246  1.422  0.193
H  1.527  0.146  1.231  0.199
H  1.218  -0.538  2.831  0.196